{
  "formula": "C29H47N2O2P2Yb",
  "method": "wB97M-V/def2-TZVPD",
  "elements": ["C", "C", "N", "C", "C", "C", "C", "P", "Yb", "P", "C", "C", "C", "C", "C", "C", "C", "O", "O", "H", "H", "H", "C", "C", "H", "H", "H", "H", "C", "C", "H", "H", "H", "H", "H", "H", "H", "H", "H", "H", "H", "H", "H", "H", "H", "H", "H", "H", "H", "H", "H", "H", "C", "C", "C", "C", "C", "C", "C", "C", "N", "C", "C", "C", "C", "H", "H", "H", "H", "H", "H", "H", "H", "H", "H", "H", "H", "H", "H", "H", "H", "H", "H"],
  "positions_angstrom": [[-0.976, 3.803, -1.558], [-1.109, 2.449, -1.161], [-0.094, 1.870, -0.401], [0.824, 2.673, 0.183], [0.965, 4.008, -0.168], [0.064, 4.570, -1.073], [-2.295, 1.707, -1.471], [-2.769, 0.108, -0.866], [-0.592, -0.051, 0.892], [2.173, 0.323, 1.126], [1.733, 2.115, 1.272], [0.358, -2.586, -0.142], [-0.879, -3.004, 0.346], [-0.956, -4.256, 0.979], [0.165, -5.095, 1.025], [1.377, -4.688, 0.439], [1.474, -3.424, -0.152], [-0.219, 1.080, -5.125], [0.639, -0.420, -2.272], [-1.725, 4.220, -2.234], [1.779, 4.586, 0.280], [0.188, 5.612, -1.376], [-4.384, 0.447, -0.029], [-3.373, -0.673, -2.408], [2.707, 2.637, 1.246], [1.290, 2.327, 2.274], [-0.373, 0.628, -5.959], [-3.054, 2.275, -2.043], [3.011, 0.130, 2.733], [3.605, 0.473, -0.001], [-1.799, -2.405, 0.181], [-1.899, -4.577, 1.404], [0.098, -6.064, 1.498], [2.234, -5.351, 0.440], [2.414, -3.085, -0.602], [0.328, -0.470, -1.274], [0.335, -1.243, -2.713], [0.136, 0.337, -2.615], [0.578, 1.596, -5.314], [0.532, -1.530, -0.449], [-5.114, 0.807, -0.770], [-4.764, -0.480, 0.430], [-4.263, 1.203, 0.762], [-4.267, -0.125, -2.759], [-2.590, -0.622, -3.187], [-3.645, -1.730, -2.231], [4.453, 0.978, 0.491], [3.911, -0.545, -0.283], [3.340, 1.026, -0.916], [4.028, 0.552, 2.696], [2.449, 0.601, 3.556], [3.072, -0.950, 2.935], [1.207, 3.151, 5.955], [0.311, 2.982, 4.759], [-0.110, 4.107, 4.042], [-0.997, 4.004, 2.966], [-1.462, 5.227, 2.226], [-1.481, 2.742, 2.610], [-1.062, 1.567, 3.300], [-0.152, 1.722, 4.382], [-1.510, 0.324, 2.868], [-2.167, -0.690, 3.737], [-1.149, -1.775, 4.111], [-2.752, -0.034, 4.990], [-3.305, -1.307, 2.916], [2.033, 3.841, 5.737], [0.654, 3.578, 6.805], [1.630, 2.194, 6.279], [0.246, 5.097, 4.350], [-2.239, 5.766, 2.789], [-0.635, 5.930, 2.060], [-1.881, 4.959, 1.251], [-2.225, 2.647, 1.812], [0.170, 0.830, 4.928], [-0.278, -1.338, 4.617], [-1.607, -2.509, 4.790], [-0.781, -2.322, 3.229], [-3.445, 0.769, 4.708], [-3.309, -0.775, 5.576], [-1.967, 0.387, 5.626], [-3.988, -0.523, 2.562], [-2.941, -1.858, 2.033], [-3.887, -2.014, 3.523]],
  "e_homo_ev": [-4.135, -6.059],
  "lumo_ev": [0.4, 0.1],
  "total_energy_ha": -3234.4673,
  "multiplicity": 2,
  "relative_energy_kcal_mol": 0.00,
  "homo_lumo_gap_ev": [4.6, 6.2],
  "s2": 0.75
}

{
  "formula": "C18H47INO17P5S",
  "method": "wB97M-V/def2-TZVPD",
  "elements": ["C", "C", "C", "C", "N", "C", "C", "O", "S", "O", "O", "C", "P", "O", "I", "C", "P", "C", "O", "H", "H", "H", "H", "H", "H", "H", "H", "H", "H", "H", "H", "H", "H", "H", "H", "H", "H", "H", "H", "C", "O", "P", "O", "O", "C", "O", "C", "H", "H", "H", "H", "H", "H", "H", "H", "H", "C", "O", "P", "O", "O", "C", "O", "C", "H", "H", "H", "H", "H", "H", "H", "H", "H", "C", "O", "P", "O", "O", "C", "O", "C", "H", "H", "H", "H", "H", "H", "H", "H", "H"],
  "positions_angstrom": [[-2.636, 5.372, 0.427], [-1.721, 4.501, 1.491], [-2.176, 2.919, 1.411], [-1.006, 2.104, 0.534], [-1.109, 2.629, -0.864], [-0.142, 2.015, -1.852], [1.109, 3.039, -2.034], [1.818, 2.940, -3.350], [2.283, 1.338, -3.684], [3.407, 1.343, -4.789], [0.858, 0.580, -4.249], [0.290, -0.294, -3.219], [-1.422, -0.921, -3.894], [-1.241, -0.763, -5.640], [-3.297, 0.467, -3.165], [0.148, 0.430, -1.716], [1.402, -0.190, -0.432], [2.935, -1.068, -1.265], [2.196, 1.132, 0.449], [-3.143, 6.282, 0.989], [-3.435, 4.655, -0.083], [-1.941, 5.774, -0.448], [-0.576, 4.674, 1.198], [-1.904, 4.932, 2.584], [-3.259, 2.738, 1.010], [-2.057, 2.483, 2.516], [0.003, 2.364, 1.100], [-1.307, 0.970, 0.615], [-2.116, 2.448, -1.156], [-0.738, 2.117, -2.889], [0.610, 4.127, -2.086], [1.876, 3.106, -1.164], [0.955, -1.263, -3.193], [-1.632, 0.111, -5.945], [-0.892, -0.028, -1.331], [3.695, -0.308, -1.728], [2.623, -1.944, -1.974], [3.509, -1.581, -0.352], [2.040, 1.034, 1.434], [-7.661, 4.685, 3.307], [-7.151, 5.923, 3.759], [-5.675, 5.895, 4.402], [-4.676, 5.071, 3.651], [-5.926, 5.428, 5.923], [-6.996, 6.011, 6.640], [-5.300, 7.456, 4.540], [-3.931, 7.754, 4.727], [-8.737, 4.787, 3.146], [-7.184, 4.414, 2.362], [-7.488, 3.902, 4.050], [-7.903, 5.424, 6.474], [-7.170, 7.046, 6.336], [-6.757, 5.992, 7.707], [-3.388, 7.589, 3.792], [-3.504, 7.132, 5.519], [-3.833, 8.805, 5.010], [2.045, -7.202, -2.866], [1.870, -5.846, -3.225], [0.958, -5.563, -4.521], [-0.300, -6.372, -4.596], [1.969, -5.774, -5.757], [3.264, -5.216, -5.672], [0.736, -3.968, -4.478], [-0.322, -3.464, -5.269], [2.874, -7.273, -2.158], [1.136, -7.576, -2.389], [2.279, -7.808, -3.746], [3.937, -5.937, -5.201], [3.267, -4.285, -5.099], [3.626, -5.008, -6.683], [-1.280, -3.724, -4.810], [-0.274, -3.870, -6.283], [-0.239, -2.376, -5.318], [4.010, -6.192, 0.562], [4.077, -5.911, 1.946], [4.567, -4.431, 2.350], [3.966, -3.325, 1.539], [6.173, -4.523, 2.277], [6.811, -5.654, 2.838], [4.261, -4.356, 3.930], [4.238, -3.063, 4.500], [3.928, -7.273, 0.429], [3.128, -5.712, 0.132], [4.911, -5.841, 0.053], [6.886, -6.438, 2.080], [6.266, -6.036, 3.706], [7.819, -5.371, 3.152], [3.332, -2.538, 4.184], [5.121, -2.493, 4.201], [4.228, -3.157, 5.589]],
  "e_homo_ev": -8.151,
  "lumo_ev": -0.3,
  "total_energy_ha": -4450.5810,
  "multiplicity": 1,
  "homo_lumo_gap_ev": 7.8
}

{
  "formula": "C9H20N5O3PtS3",
  "method": "wB97M-V/def2-TZVPD",
  "elements": ["Pt", "N", "N", "C", "O", "O", "H", "H", "H", "S", "C", "N", "C", "C", "S", "H", "H", "H", "H", "H", "O", "C", "N", "C", "C", "S", "N", "C", "C", "H", "H", "H", "H", "H", "H", "H", "H", "H", "H", "H", "H"],
  "positions_angstrom": [[1.863, -0.699, 1.007], [0.157, -1.916, 0.750], [-1.022, -1.160, 0.696], [-0.931, 0.213, 0.865], [-1.973, 0.882, 0.829], [0.256, 0.657, 1.026], [0.304, -2.386, -0.144], [0.138, -2.560, 1.537], [-1.908, -1.624, 0.607], [0.372, -2.250, 4.128], [-0.919, -1.230, 4.019], [-0.871, 0.087, 3.857], [-2.102, 0.848, 3.958], [-3.202, -0.126, 3.550], [-2.611, -1.754, 4.103], [0.034, 0.516, 3.708], [-2.074, 1.685, 3.265], [-2.243, 1.201, 4.986], [-3.293, -0.117, 2.466], [-4.156, 0.107, 4.016], [3.651, -0.679, 1.094], [-1.510, 0.207, -2.714], [-0.129, 0.606, -2.507], [0.004, 1.863, -1.771], [0.861, -0.330, -2.518], [0.557, -1.989, -2.593], [2.128, 0.157, -2.548], [2.466, 1.350, -3.301], [3.266, -0.704, -2.273], [-2.062, 1.076, -3.078], [-1.970, -0.130, -1.781], [-1.560, -0.597, -3.442], [-0.722, 1.884, -0.959], [-0.177, 2.716, -2.433], [0.991, 1.940, -1.329], [1.575, 1.820, -3.704], [3.119, 1.072, -4.136], [3.001, 2.073, -2.680], [3.041, -1.373, -1.448], [4.090, -0.071, -1.944], [3.560, -1.265, -3.167]],
  "e_homo_ev": [-3.379, -3.378],
  "lumo_ev": [2.5, 2.5],
  "total_energy_ha": -2168.3253,
  "multiplicity": 1,
  "relative_energy_kcal_mol": 56.68,
  "homo_lumo_gap_ev": [5.9, 5.9],
  "charge": -1
}

{
  "formula": "C29H37AlN5OS",
  "method": "wB97M-V/def2-TZVPD",
  "elements": ["Al", "C", "C", "C", "C", "C", "C", "C", "N", "C", "N", "C", "C", "C", "C", "C", "C", "C", "N", "C", "C", "C", "C", "C", "C", "C", "H", "H", "H", "H", "H", "H", "H", "H", "H", "H", "H", "H", "H", "H", "H", "H", "H", "H", "H", "H", "H", "H", "C", "C", "O", "H", "H", "H", "C", "N", "C", "C", "S", "N", "C", "C", "H", "H", "H", "H", "H", "H", "H", "H", "H", "H", "H", "H"],
  "positions_angstrom": [[-0.097, -0.556, 0.619], [-4.398, -2.119, 2.286], [-5.377, -0.975, 2.277], [-6.745, -1.233, 2.339], [-7.677, -0.214, 2.430], [-7.259, 1.108, 2.449], [-5.910, 1.394, 2.355], [-4.975, 0.367, 2.260], [-3.595, 0.732, 2.229], [-2.676, 0.327, 1.326], [-3.151, -0.196, 0.187], [-2.483, -0.626, -0.990], [-1.087, -0.615, -1.085], [-0.537, -1.028, -2.302], [-1.321, -1.425, -3.371], [-2.699, -1.462, -3.220], [-3.304, -1.071, -2.035], [-4.802, -1.153, -1.883], [-1.378, 0.458, 1.574], [-0.965, 1.170, 2.750], [-0.390, 0.451, 3.793], [0.132, 1.115, 4.891], [0.052, 2.498, 4.952], [-0.520, 3.210, 3.909], [-1.022, 2.567, 2.782], [-1.546, 3.344, 1.604], [-4.858, -2.999, 2.732], [-3.504, -1.872, 2.861], [-4.078, -2.392, 1.279], [-7.078, -2.264, 2.343], [-8.729, -0.452, 2.504], [-7.978, 1.911, 2.536], [-5.560, 2.420, 2.360], [-3.241, 1.246, 3.023], [-4.159, -0.183, 0.119], [0.545, -1.037, -2.405], [-0.865, -1.721, -4.306], [-3.321, -1.799, -4.040], [-5.240, -1.617, -2.763], [-5.255, -0.163, -1.775], [-5.083, -1.758, -1.017], [-0.343, -0.631, 3.721], [0.615, 0.558, 5.682], [0.454, 3.028, 5.805], [-0.546, 4.292, 3.951], [-1.319, 4.402, 1.715], [-2.627, 3.237, 1.493], [-1.082, 2.982, 0.684], [-0.667, -3.522, 0.433], [0.103, -2.509, 1.257], [0.768, -2.895, 2.204], [-0.639, -4.511, 0.891], [-0.208, -3.562, -0.559], [-1.698, -3.191, 0.288], [5.115, 1.114, -1.095], [3.684, 1.107, -0.811], [2.934, 2.178, -1.463], [3.157, 0.377, 0.173], [1.667, 0.917, 0.890], [3.820, -0.685, 0.643], [3.657, -1.142, 2.021], [4.538, -1.612, -0.224], [5.455, 2.150, -1.120], [5.331, 0.658, -2.062], [5.667, 0.598, -0.317], [3.409, 2.404, -2.415], [2.929, 3.076, -0.843], [1.906, 1.875, -1.640], [3.456, -0.296, 2.673], [4.591, -1.612, 2.331], [2.854, -1.864, 2.136], [4.433, -1.332, -1.268], [4.109, -2.607, -0.090], [5.597, -1.660, 0.034]],
  "e_homo_ev": -10.341,
  "lumo_ev": -2.0,
  "total_energy_ha": -2116.8293,
  "multiplicity": 1,
  "relative_energy_kcal_mol": 5.78,
  "homo_lumo_gap_ev": 8.3,
  "charge": 1
}